[1]
DFT (the ωB97M-V functional and the def2-TZVPD basis) results for C4H9NO2 in the gas phase at a distorted geometry.

Kohn-Sham gap: 10.65 eV
E_tot: -363.0349 hartree
LUMO level: 0.83 eV
M: 103.121 u
Structure (SMILES): NC(=O)CCCO

Each line ends with the natural charge from an NBO analysis.
Cartesian coordinates (Å):
N: -1.760 0.920 0.348  -0.8439
C: -0.870 1.449 -0.535  0.6722
O: -0.983 2.574 -0.989  -0.6130
C: 0.295 0.521 -0.984  -0.5753
C: 1.195 -0.130 0.208  -0.4216
C: 0.840 -1.536 0.688  -0.0721
O: -0.551 -1.669 0.457  -0.7265
H: -2.475 1.524 0.727  0.4047
H: -1.623 0.002 0.748  0.4152
H: -0.117 -0.043 -1.858  0.2381
H: 0.992 1.193 -1.462  0.2639
H: 2.286 -0.072 0.054  0.2228
H: 0.967 0.534 1.045  0.2145
H: 1.390 -2.368 0.215  0.1651
H: 1.082 -1.576 1.759  0.1824
H: -0.607 -1.140 -0.367  0.4735


[2]
DFT (the ωB97M-V functional and the def2-TZVPD basis) results for C4H4O in the gas phase at a distorted geometry.

Kohn-Sham gap (spin up / spin down): 8.55 / 8.84 eV
E_tot: -229.8256 hartree
LUMO level (spin up / spin down): 0.06 / 0.18 eV
M: 68.075 u

Each line ends with the natural charge from an NBO analysis.
Cartesian coordinates (Å):
C: -0.523 -0.733 -0.804  0.3469
C: -0.105 0.033 1.264  0.3204
C: -0.877 -0.086 -1.877  -0.5751
C: 1.076 0.329 1.738  -0.5756
O: -0.653 -0.782 0.453  -0.4030
H: -0.528 -0.398 -2.847  0.2314
H: -1.566 0.751 -1.864  0.2137
H: 1.203 1.125 2.448  0.2293
H: 1.972 -0.239 1.489  0.2119


[3]
DFT (the ωB97M-V functional and the def2-TZVPD basis) results for 2 unconnected molecules or ions with the total composition C2H7O2 at a distorted geometry.

Kohn-Sham gap: 7.71 eV
E_tot: -230.8725 hartree
LUMO level: 4.36 eV
M: 63.076 u
Net charge: -1

Each line ends with the natural charge from an NBO analysis.
Cartesian coordinates (Å):
O: -2.259 0.079 0.976  -1.2599
H: -2.865 -0.508 0.525  0.4093
C: 0.546 0.370 -0.628  -0.0392
O: 0.202 0.218 0.717  -0.8115
C: 1.730 -0.577 -0.980  -0.6303
H: -0.252 0.145 -1.342  0.1400
H: 0.874 1.400 -0.815  0.1169
H: -0.864 0.165 0.735  0.5156
H: 1.816 -0.580 -2.070  0.1753
H: 2.598 -0.297 -0.393  0.1912
H: 1.550 -1.636 -0.728  0.1927


[4]
DFT (the ωB97M-V functional and the def2-TZVPD basis) results for a molecular structure, C47H52F9NP3Pd at a distorted geometry.

Kohn-Sham gap (spin up / spin down): 4.84 / 4.84 eV
E_tot: -3926.8643 hartree
LUMO level (spin up / spin down): -11.60 / -11.60 eV
M: 1001.264 u
Net charge: +3

Each line ends with the Löwdin charge.
Cartesian coordinates (Å):
Pd: 0.077 -0.260 0.284  0.4941
C: 1.201 -4.071 -2.668  -0.0697
C: 0.348 -3.007 -1.968  -0.5079
C: -0.586 -3.649 -0.938  -0.0994
P: 1.379 -1.694 -1.203  1.0692
C: 2.537 -1.154 -2.507  -0.5042
C: 1.727 -0.835 -3.763  -0.0829
C: 3.406 -0.008 -1.979  -0.0812
C: 2.417 -2.484 0.040  -0.2377
C: 3.634 -3.062 -0.166  0.0134
C: 4.337 -3.669 0.904  -0.1572
C: 5.657 -4.309 0.672  0.0087
C: 3.784 -3.643 2.204  0.0326
C: 2.566 -3.079 2.436  0.0444
C: 1.831 -2.503 1.343  -0.2587
N: 0.632 -1.904 1.482  0.0161
C: -0.131 -2.356 2.518  -0.2779
C: -0.111 -3.711 2.961  0.0291
C: -0.799 -4.059 4.092  0.0306
C: -1.500 -3.090 4.832  -0.1665
C: -2.169 -3.458 6.113  0.0057
C: -1.597 -1.773 4.325  0.0058
C: -0.969 -1.422 3.162  -0.2746
P: -1.046 0.197 2.381  1.0673
C: -2.822 0.685 2.460  -0.5112
C: -3.200 1.531 3.678  -0.0651
C: -3.732 -0.545 2.308  -0.0852
C: 0.051 1.198 3.508  -0.4877
C: 0.194 2.679 3.163  -0.0955
C: 1.450 0.562 3.509  -0.1029
H: 0.543 -4.818 -3.114  0.1046
H: 1.850 -4.594 -1.961  0.0848
H: 1.813 -3.663 -3.471  0.0744
H: -0.247 -2.459 -2.700  0.0983
H: -0.025 -4.248 -0.215  0.0767
H: -1.278 -4.325 -1.443  0.1027
H: -1.181 -2.913 -0.392  0.0461
H: 3.191 -1.997 -2.745  0.1071
H: 0.900 -0.167 -3.547  0.0379
H: 1.308 -1.732 -4.216  0.0787
H: 2.371 -0.363 -4.505  0.1079
H: 2.806 0.822 -1.615  0.0422
H: 4.047 0.371 -2.778  0.1009
H: 4.058 -0.334 -1.165  0.0810
H: 4.083 -3.077 -1.151  0.1289
H: 5.992 -4.221 -0.358  0.0986
H: 5.600 -5.369 0.941  0.1223
H: 6.408 -3.873 1.337  0.1200
H: 4.356 -4.054 3.026  0.1471
H: 2.182 -3.004 3.445  0.1343
H: 0.413 -4.458 2.376  0.1365
H: -0.807 -5.089 4.428  0.1460
H: -1.545 -4.135 6.697  0.1087
H: -3.096 -4.001 5.896  0.1222
H: -2.422 -2.586 6.712  0.0990
H: -2.181 -1.049 4.879  0.1246
H: -2.962 1.268 1.559  0.0831
H: -3.032 1.007 4.621  0.0799
H: -4.264 1.766 3.627  0.1051
H: -2.659 2.475 3.722  0.0659
H: -3.800 -1.132 3.222  0.0731
H: -3.412 -1.208 1.499  0.0764
H: -4.738 -0.202 2.065  0.1026
H: -0.384 1.089 4.506  0.1248
H: 0.606 2.804 2.162  0.0640
H: 0.901 3.125 3.865  0.1079
H: -0.730 3.246 3.241  0.0630
H: 1.879 0.546 2.506  0.0664
H: 1.458 -0.453 3.913  0.0698
H: 2.109 1.165 4.134  0.1009
F: -2.952 7.529 0.424  0.1751
C: -3.717 6.433 0.482  -0.5921
F: -4.745 6.595 -0.356  0.1704
F: -4.201 6.327 1.727  0.1558
C: -2.910 5.208 0.110  -0.0783
C: -2.702 4.908 -1.232  0.0383
C: -1.963 3.796 -1.583  -0.0340
C: -1.447 2.950 -0.593  -0.3245
C: -1.630 3.287 0.732  -0.1175
C: -2.357 4.414 1.095  0.0268
P: -0.492 1.514 -1.156  1.0235
C: -1.509 0.708 -2.417  -0.3525
C: -1.722 1.273 -3.677  -0.0691
C: -2.580 0.664 -4.585  0.0423
C: -3.229 -0.508 -4.238  -0.0804
C: -3.028 -1.080 -2.990  0.0114
C: -2.175 -0.474 -2.087  -0.1110
C: -4.165 -1.207 -5.200  -0.5928
F: -3.675 -2.419 -5.511  0.1597
F: -5.364 -1.386 -4.633  0.1704
F: -4.326 -0.518 -6.327  0.1732
C: 0.920 2.373 -1.870  -0.3625
C: 1.343 2.281 -3.194  -0.0860
C: 2.494 2.935 -3.603  0.0215
C: 3.242 3.658 -2.688  -0.0862
C: 2.814 3.790 -1.376  0.0291
C: 1.647 3.160 -0.973  -0.0689
C: 4.578 4.220 -3.121  -0.5901
F: 5.024 5.140 -2.265  0.1682
F: 5.483 3.223 -3.172  0.1540
F: 4.503 4.763 -4.337  0.1745
H: -3.116 5.549 -2.001  0.1431
H: -1.791 3.603 -2.632  0.1014
H: -1.167 2.688 1.489  0.0117
H: -2.489 4.679 2.137  0.1298
H: -1.218 2.181 -3.976  0.1003
H: -2.743 1.105 -5.559  0.1396
H: -3.544 -1.997 -2.730  0.1385
H: -2.042 -0.917 -1.110  0.0580
H: 0.778 1.725 -3.922  0.0848
H: 2.813 2.880 -4.637  0.1442
H: 3.386 4.385 -0.676  0.1368
H: 1.300 3.295 0.044  0.0978


The lowest M belongs to which entry? C2H7O2